2 unconnected molecules or ions with the total composition CH3I2P in a non-equilibrium geometry, computed with the ωB97M-V functional and the def2-TZVPD basis.

Structure (XYZ):
```
7
Properties=species:S:1:pos:R:3:forces:R:3
C -0.3601 0.2560 -0.7842 -1.9 0.7 2.7
P 0.3039 1.5558 -1.4620 1.0 1.1 -0.4
I 2.0763 0.6967 -2.9694 -0.5 0.0 0.1
H -1.0545 0.5020 0.1252 1.1 -0.3 -1.9
H -0.3115 -0.7707 -0.9694 0.5 -1.4 -0.3
I -2.7536 -0.7343 -3.1118 -2.0 -0.6 0.1
H -1.3046 -0.3119 -3.3319 1.8 0.5 -0.4
```
Positions in Å, forces in eV/Å.

Computed properties:
- DFT total energy (hartree) = -976.60290
- E_LUMO (hartree) = -0.013
- HOMO level (eV) = -9.4
- orbital gap (eV) = 9.0043

Here are the Mulliken charges for atoms 1 to 5, given in e:
1. C -0.5955
2. P -0.0382
3. I -0.0876
4. H 0.2194
5. H 0.4835